Computed, not measured: the molecule C3H5N3 at a distorted geometry, with the ωB97M-V functional and the def2-TZVPD basis.

```
11
Properties=species:S:1:pos:R:3:lowdin_charge:R:1
C 2.162 -0.470 -0.103 -0.101
N 0.683 1.514 -0.013 0.142
N -0.218 -0.638 -0.052 -0.033
H -2.226 -1.058 -0.273 0.083
H -1.670 0.438 -1.062 0.085
C -1.583 -0.183 -0.166 -0.090
N 2.389 -0.682 1.025 0.187
C 0.796 0.260 -0.066 -0.542
H -0.017 -1.577 0.254 0.127
H -1.901 0.409 0.699 0.084
H 1.584 1.980 0.003 0.059
```

Results
2S+1: 1
SMILES: [H]/N=C(\C#N)NC
Electronic energy: -281.5036 Ha
Lowest unoccupied orbital energy: -0.240 eV
ΔE to the lowest compared entry with this formula, charge and spin: 2.352 eV
Charge: 0

***

Computed, not measured: a cluster of 2 separate species, C3H5N3 in total at a distorted geometry, with the ωB97M-V functional and the def2-TZVPD basis.

```
11
Properties=species:S:1:pos:R:3:lowdin_charge:R:1
C -1.757 -0.310 -0.045 -0.102
N 1.309 -2.219 0.469 0.058
N 1.267 1.627 -0.116 0.108
H 2.569 -0.417 0.113 0.036
H -2.164 0.264 0.794 0.080
C 1.988 -1.305 0.284 -0.096
H -1.303 -1.230 0.337 0.062
N -0.767 0.454 -0.779 0.048
H -2.572 -0.572 -0.721 0.072
C 0.190 1.081 -0.389 -0.330
H 1.240 2.626 0.055 0.064
```

Results
2S+1: 1
SMILES: CN=C=N.C#N
Electronic energy: -281.5291 Ha
Lowest unoccupied orbital energy: 0.864 eV
ΔE to the lowest compared entry with this formula, charge and spin: 1.658 eV
Charge: 0

***

Computed, not measured: the molecule C3H5N3, with the ωB97M-V functional and the def2-TZVPD basis.

```
11
Properties=species:S:1:pos:R:3:lowdin_charge:R:1
C 0.791 0.673 -0.259 -0.060
H 2.861 0.141 -0.251 0.147
H 0.835 1.669 -0.673 0.115
N 1.900 -0.069 -0.030 -0.021
H -2.230 -0.489 0.841 0.076
H -2.110 -0.341 -0.912 0.077
N 1.593 -1.270 0.465 -0.024
N 0.303 -1.321 0.567 0.028
C -1.721 0.048 0.037 -0.052
H -1.981 1.109 0.091 0.073
C -0.240 -0.149 0.125 -0.359
```

Results
2S+1: 1
SMILES: Cc1c[nH]nn1
Electronic energy: -281.5545 Ha
Lowest unoccupied orbital energy: 0.884 eV
ΔE to the lowest compared entry with this formula, charge and spin: 0.968 eV
Charge: 0

***

Computed, not measured: the molecule C3H5N3 at a distorted geometry, with the ωB97M-V functional and the def2-TZVPD basis.

```
11
Properties=species:S:1:pos:R:3:lowdin_charge:R:1
N -1.923 -0.444 -0.025 0.110
N 0.255 -1.340 -0.082 0.043
H -0.259 1.906 -0.398 0.098
C -0.555 -0.325 -0.099 -0.456
H -2.413 0.396 0.239 0.085
H -2.258 -1.280 0.434 0.095
H 1.899 -0.829 -0.962 0.131
H 2.169 1.119 0.793 0.110
C 0.140 0.951 -0.085 -0.025
C 1.408 0.607 0.212 -0.118
N 1.557 -0.789 0.009 -0.074
```

Results
2S+1: 1
SMILES: Nc1cc[nH]n1
Electronic energy: -281.5188 Ha
Lowest unoccupied orbital energy: 0.957 eV
ΔE to the lowest compared entry with this formula, charge and spin: 1.939 eV
Charge: 0

***

Computed, not measured: the molecule C3H5N3 at a distorted geometry, with the ωB97M-V functional and the def2-TZVPD basis.

```
11
Properties=species:S:1:pos:R:3:lowdin_charge:R:1
C -0.002 1.077 -0.107 -0.081
C 1.299 0.667 -0.346 -0.160
H -2.603 0.239 -0.188 0.084
N 0.186 -1.217 0.099 0.068
H 0.325 1.702 0.729 0.104
N -2.016 -0.436 0.281 0.096
C -0.658 -0.203 0.121 -0.429
H 2.240 -1.128 0.098 0.145
H -2.288 -1.388 0.060 0.088
H 2.119 1.331 -0.579 0.116
N 1.399 -0.645 -0.168 -0.031
```

Results
2S+1: 1
SMILES: Nc1cc[nH]n1
Electronic energy: -281.5094 Ha
Lowest unoccupied orbital energy: 1.033 eV
ΔE to the lowest compared entry with this formula, charge and spin: 2.195 eV
Charge: 0

***

Computed, not measured: the molecule C3H5N3 at a distorted geometry, with the ωB97M-V functional and the def2-TZVPD basis.

```
11
Properties=species:S:1:pos:R:3:lowdin_charge:R:1
N -0.187 0.082 -0.197 -0.172
H -2.331 0.483 -0.112 0.079
C 0.599 1.224 -0.055 -0.154
H 2.704 -1.086 -0.128 0.099
C -1.609 -0.323 0.031 -0.017
N 0.637 -0.966 -0.234 0.053
N 1.883 0.912 -0.021 0.072
C 1.838 -0.442 -0.145 -0.238
H -1.713 -0.719 1.050 0.084
H -1.882 -1.150 -0.644 0.086
H 0.061 1.986 0.455 0.110
```

Results
2S+1: 1
SMILES: Cn1cncn1
Electronic energy: -281.5511 Ha
Lowest unoccupied orbital energy: 0.886 eV
ΔE to the lowest compared entry with this formula, charge and spin: 1.060 eV
Charge: 0

***

Number 1: gap between HOMO and LUMO 0.345 Eh. Number 2: gap between HOMO and LUMO 0.404 Eh. Number 3: gap between HOMO and LUMO 0.382 Eh. Number 4: gap between HOMO and LUMO 0.353 Eh. Number 5: gap between HOMO and LUMO 0.345 Eh. Number 6: gap between HOMO and LUMO 0.391 Eh.